Record 1
# C18H37OP3ReSe

A molecular structure, C18H37OP3ReSe (wB97M-V/def2-TZVPD, the Open Molecules 2025 dataset).

Last column: Mulliken charge in e.
Positions of all 61 atoms, in Å:
Re: 0.125443 0.017307 0.787855  2.09
P: -1.080000 -0.482715 2.762267  0.58
P: 1.315649 -2.113907 0.705649  0.56
P: -1.733823 -0.660019 -0.565938  0.66
H: 0.924997 2.581932 0.189148  0.66
C: -0.017737 2.039356 0.115473  -0.93
C: -0.789852 1.927691 1.343208  -1.53
H: -0.357401 2.288999 2.287931  0.60
C: -0.360359 0.115589 4.330198  -1.26
C: -1.358432 -2.235226 3.214247  -1.45
C: -2.789541 0.161280 2.926865  -1.30
C: 2.555227 -2.246314 -0.638944  -1.24
C: 2.353653 -2.539291 2.155235  -1.26
C: 0.375494 -3.673918 0.486476  -1.40
C: -2.990809 0.634431 -0.814172  -1.43
C: -2.773894 -2.090271 -0.081021  -1.29
C: -1.273545 -1.118818 -2.267205  -0.90
H: -0.560145 2.234512 -0.803763  0.52
H: -1.863076 2.118881 1.279700  0.51
H: -0.186980 1.196263 4.276787  0.35
H: 0.599046 -0.380747 4.527658  0.40
H: -1.075965 -0.107464 5.136974  0.53
H: -0.408287 -2.760401 3.365981  0.38
H: -1.932325 -2.753657 2.439140  0.34
H: -1.935704 -2.261735 4.151600  0.59
H: -2.805569 1.248335 2.808369  0.36
H: -3.155082 -0.087506 3.934320  0.58
H: -3.456819 -0.276627 2.176840  0.31
H: 3.129488 -3.180158 -0.512009  0.57
H: 3.234766 -1.381303 -0.592888  0.30
H: 2.020765 -2.250193 -1.601740  0.28
H: 2.882687 -3.466260 1.890684  0.55
H: 1.726255 -2.704352 3.042548  0.30
H: 3.075982 -1.731069 2.340966  0.42
H: 1.107837 -4.490821 0.410309  0.58
H: -0.222471 -3.655272 -0.434386  0.38
H: -0.266083 -3.870045 1.355163  0.36
H: -3.676219 0.261287 -1.589550  0.52
H: -2.531673 1.570370 -1.152246  0.36
H: -3.550441 0.821523 0.112254  0.35
H: -3.474294 -2.297181 -0.902282  0.56
H: -3.352545 -1.882337 0.825162  0.39
H: -2.159394 -2.981847 0.078172  0.29
H: -2.181076 -1.132738 -2.888963  0.56
H: -0.815283 -2.115983 -2.256941  0.29
H: -0.545915 -0.390150 -2.660659  0.05
C: 2.020525 2.343311 -3.502398  0.95
C: 1.500013 3.517427 -2.902288  -0.03
C: 1.550707 4.724562 -3.577101  -0.74
C: 2.101171 4.805226 -4.861619  -0.22
C: 2.623847 3.651117 -5.458397  -0.74
C: 2.595681 2.434749 -4.799592  -0.47
Se: 1.990602 0.733138 -2.651402  0.68
H: 1.215794 0.430460 -0.358613  -0.47
H: 1.069897 3.459374 -1.906641  0.33
H: 1.160401 5.612886 -3.090114  0.47
H: 2.127120 5.756045 -5.386534  0.49
H: 3.067210 3.710480 -6.448690  0.45
H: 3.015176 1.544101 -5.260523  0.45
O: 2.556293 0.832637 2.600914  -0.25
C: 1.659028 0.545064 1.908533  -0.05

Force components x, y, z for each atom (eV/Å):
Re -1.9842 -0.4549 -0.9558
P -1.9249 -0.9766 2.9047
P 1.2573 -2.0487 0.3034
P -2.1445 -0.9407 -1.1207
H -0.0377 -0.1796 -0.0749
C -0.7344 1.3254 1.6116
C 0.7159 1.2384 -0.7360
H -0.1636 0.1310 -0.5496
C 0.5394 0.3308 -0.2521
C 0.1216 -0.1773 -0.3510
C 0.0077 0.2546 -0.3346
C -0.2937 0.4514 -0.0768
C -0.2258 0.3522 -0.0903
C -0.2747 0.1373 -0.0558
C 0.0438 0.2169 0.0588
C 0.1731 -0.0850 0.0837
C 0.3762 0.0333 0.0215
H -0.0022 -0.1919 -0.0598
H 0.2637 -0.5974 0.0006
H -0.0673 -0.1555 0.2061
H -0.2492 0.0726 0.0691
H 0.2733 0.0562 -0.2879
H -0.2517 0.0982 0.0670
H 0.0822 0.0491 0.2271
H 0.2111 0.0551 -0.2726
H -0.1015 -0.2476 0.2125
H 0.1199 -0.0240 -0.3348
H 0.0720 0.0561 0.2530
H -0.2508 0.3868 -0.1432
H -0.0550 -0.3356 -0.0244
H 0.2991 -0.1369 0.1648
H -0.0911 0.2687 0.2440
H 0.3383 0.0394 -0.1949
H -0.1043 -0.4219 0.0789
H -0.1203 0.2496 0.0070
H 0.1812 -0.0871 0.2636
H 0.1497 0.0390 -0.3271
H 0.1065 0.1831 0.2600
H -0.2418 -0.1687 0.0087
H 0.1192 -0.0546 -0.3014
H 0.1476 0.1186 0.1688
H 0.1141 -0.0446 -0.2365
H -0.2121 0.1800 -0.0182
H 0.3502 -0.0148 0.0944
H -0.0868 0.2047 -0.1447
H -0.3527 -0.2297 -0.0850
C -0.1645 -1.4542 1.1247
C -0.5781 2.1806 0.3707
C -0.7743 -0.8296 2.1692
C 0.1779 0.1040 -0.4111
C 0.5972 -1.7369 -0.4104
C 0.7649 0.6632 -2.0632
Se 0.2724 1.0490 -0.6848
H 1.3255 0.1592 -1.8673
H 0.0747 0.1525 -0.2001
H 0.0223 -0.0333 -0.1015
H 0.0112 0.0105 -0.0298
H -0.0390 -0.0380 0.0861
H -0.0129 0.1526 -0.0899
O -4.0053 -1.1763 -3.1960
C 6.2351 1.8412 5.0219

Output
2S+1	4
gap between HOMO and LUMO (alpha / beta)	4.715 / 4.652	eV
total charge	+4
E_tot	-4285.36238	hartree
energy relative to the best compared isomer or geometry (same formula, charge and spin)	0.0	kJ/mol

---

Record 2
# C3H2CoFO2

A molecular structure, C3H2CoFO2 (wB97M-V/def2-TZVPD, the Open Molecules 2025 dataset).

Last column: Mulliken charge in e.
Positions of all 9 atoms, in Å:
O: 0.350595 -1.280050 -0.839947  -0.54
C: -1.315746 -0.763824 -1.790488  0.14
C: 0.542012 -0.660248 0.291263  0.96
O: -1.647610 0.225503 -1.195066  -0.28
C: 0.019957 0.701276 0.308590  -1.07
F: 0.052332 -1.407701 1.370373  -0.27
H: 0.261863 1.410586 -0.490520  0.39
H: -0.586638 0.944565 1.186255  0.45
Co: 2.323231 0.829892 1.159542  0.22

Force components x, y, z for each atom (eV/Å):
O 3.7255 0.4521 2.8196
C -2.0082 4.3791 2.3909
C -6.3726 -0.6753 -4.2314
O 0.7574 -4.2396 -2.9985
C 2.5508 -0.2430 1.8827
F 1.4351 0.6398 0.1092
H -0.2615 -0.5504 0.3574
H 0.3749 0.2913 -0.3132
Co -0.2015 -0.0539 -0.0167

Output
2S+1	5
gap between HOMO and LUMO (alpha / beta)	7.069 / 6.233	eV
E_tot	-1748.36016	hartree
energy relative to the best compared isomer or geometry (same formula, charge and spin)	132.6	kJ/mol

---

Record 3
# C3H10OS2

2 unconnected molecules or ions with the total composition C3H10OS2 (wB97M-V/def2-TZVPD, the Open Molecules 2025 dataset).

Last column: Mulliken charge in e.
Positions of all 16 atoms, in Å:
C: 4.059579 3.181505 -0.216503  -0.74
S: 4.415062 1.885976 -1.663911  -0.06
S: 4.161202 2.854054 -3.483826  -0.19
H: 4.995693 3.333105 0.236020  0.29
H: 3.357752 2.754964 0.542213  0.26
H: 3.643137 4.201197 -0.497269  0.29
H: 3.903748 1.800722 -4.290304  0.16
C: -2.954342 -1.565466 1.013031  -0.11
O: -3.417788 -1.567254 2.387901  -0.54
C: -3.414167 -2.829264 0.477254  -0.88
H: -3.309998 -0.716262 0.423757  0.27
H: -1.802106 -1.645320 0.905917  0.17
H: -2.862704 -1.989238 3.111754  0.31
H: -3.283193 -3.030369 -0.674206  0.28
H: -2.945341 -3.687570 1.023846  0.25
H: -4.546533 -2.980781 0.704324  0.24

Force components x, y, z for each atom (eV/Å):
C -1.8797 0.0523 -1.2812
S -0.2962 0.6570 1.6871
S 0.0736 0.7568 -0.2476
H 1.2401 0.1118 0.4425
H 0.5221 -0.0323 -0.9634
H 0.5036 -1.4825 -0.2488
H -0.1645 -0.0634 0.6118
C 2.7572 -0.4844 1.0799
O 0.5539 0.6720 0.9407
C -2.6907 -3.7280 -2.1696
H -0.1073 0.1804 0.7524
H -1.5727 0.8689 0.5299
H -0.5113 0.7472 -2.1598
H -0.0409 0.6401 2.1409
H -0.1532 0.6841 -0.5586
H 1.7659 0.4201 -0.5562

Output
gap between HOMO and LUMO	8.766	eV
E_tot	-991.83604	hartree
energy relative to the best compared isomer or geometry (same formula, charge and spin)	198.4	kJ/mol